108
Properties=species:S:1:pos:R:3:forces:R:3:mulliken_charge:R:1 method="wB97M-V/def2-TZVPD" spin_multiplicity=1 total_energy_ha=-5019.6892 total_charge=+2 orbital_gap_ev=6.9 largest_force_ev_per_a=1.22
Y 1.214 1.445 1.452 0.6 0.2 -1.1 0.8703
C -1.931 1.163 3.822 0.1 0.0 -0.2 -1.5127
Si -1.528 1.490 1.991 -0.3 0.1 0.4 1.1508
C -2.243 3.213 1.601 0.1 -0.1 0.0 0.7593
C -3.527 3.537 2.040 0.1 -0.1 0.0 -0.6280
C -4.068 4.797 1.835 0.0 0.1 0.0 -0.9439
C -3.332 5.775 1.184 0.0 0.0 0.0 -0.7599
C -2.051 5.487 0.740 -0.1 0.0 0.0 -0.8625
C -1.509 4.222 0.955 0.1 0.1 0.0 -0.0478
P 0.159 3.857 0.351 -0.2 -0.4 0.3 2.7914
C 1.389 4.372 1.598 -0.1 0.0 0.0 -0.5277
C 1.069 4.953 2.825 -0.2 -0.1 0.0 -0.8231
C 2.058 5.180 3.771 0.0 0.0 0.1 -0.7165
C 3.374 4.823 3.516 0.1 0.0 0.0 -0.6350
C 3.708 4.220 2.311 0.1 0.0 0.1 -0.8494
C 2.722 3.982 1.362 -0.2 -0.3 -0.1 0.0096
C 0.449 4.870 -1.119 0.1 0.0 0.1 -0.0217
C -0.296 4.578 -2.263 0.0 0.0 0.0 -0.0948
C -0.105 5.314 -3.418 0.0 0.0 0.0 -0.6711
C 0.827 6.344 -3.441 0.0 0.0 0.0 -0.6857
C 1.562 6.643 -2.304 0.0 0.0 -0.1 -0.6453
C 1.375 5.910 -1.142 0.0 0.0 0.1 -0.7043
C -2.358 0.065 1.016 0.2 0.1 -0.1 0.0726
C -3.130 -0.890 1.679 0.0 0.0 0.1 -0.4858
C -3.687 -1.968 1.003 0.0 0.0 0.0 -1.0626
C -3.484 -2.118 -0.359 -0.1 0.1 0.0 -0.9231
C -2.710 -1.193 -1.044 0.1 0.0 0.0 -0.5303
C -2.135 -0.124 -0.365 0.1 0.0 0.0 -0.0960
P -1.139 1.154 -1.201 0.0 0.3 0.2 0.4892
C 0.580 0.493 -1.201 -0.1 -0.2 0.0 -0.1195
C 1.631 1.373 -1.530 -0.2 0.3 0.2 0.2357
C 2.948 0.936 -1.552 0.1 -0.1 0.1 -0.5081
C 3.247 -0.394 -1.259 0.0 0.0 0.0 -0.9512
C 2.224 -1.277 -0.948 0.1 0.0 0.1 -0.2932
C 0.905 -0.837 -0.913 -0.1 0.0 0.1 -0.0808
C -1.586 1.096 -2.956 0.0 -0.1 0.0 0.3562
C -2.738 1.796 -3.319 0.0 0.0 0.0 -0.4693
C -3.164 1.799 -4.635 0.0 0.0 0.0 -0.8213
C -2.431 1.124 -5.602 0.0 0.0 0.0 -0.6336
C -1.278 0.440 -5.249 0.0 0.0 -0.1 -0.7086
C -0.858 0.419 -3.930 0.0 0.0 0.1 -0.4827
H -2.998 1.173 4.044 -0.1 0.0 -0.1 0.4177
H -1.543 0.196 4.152 0.0 0.0 0.0 0.3776
H -1.475 1.931 4.450 0.0 0.0 0.0 0.3813
H -4.126 2.791 2.546 0.0 0.0 0.0 0.3552
H -5.069 5.015 2.181 0.0 0.0 0.0 0.4611
H -3.752 6.756 1.016 0.0 0.0 0.0 0.4562
H -1.483 6.244 0.214 0.0 0.0 0.0 0.5026
H 0.043 5.235 3.028 0.0 0.0 0.0 0.5061
H 1.802 5.652 4.709 0.0 0.0 0.0 0.4660
H 4.139 5.018 4.253 0.0 0.0 0.0 0.4511
H 4.736 3.952 2.103 0.0 0.0 0.0 0.4959
H 3.003 3.557 0.395 0.0 0.1 0.0 0.6919
H -1.036 3.789 -2.248 0.0 0.0 0.0 0.3415
H -0.686 5.085 -4.301 0.0 0.0 0.0 0.5065
H 0.973 6.919 -4.344 0.0 0.0 0.0 0.4165
H 2.276 7.454 -2.317 0.0 0.0 0.0 0.4634
H 1.945 6.163 -0.258 0.0 0.0 0.0 0.3631
H -3.319 -0.787 2.739 0.0 0.0 0.0 0.4370
H -4.301 -2.679 1.538 0.0 0.0 0.0 0.5121
H -3.939 -2.942 -0.892 -0.1 0.1 0.0 0.8428
H -2.561 -1.299 -2.111 0.0 0.0 -0.1 0.5719
H 1.404 2.396 -1.815 0.0 -0.1 0.0 0.2985
H 3.737 1.623 -1.830 0.0 0.0 0.0 0.5501
H 4.272 -0.738 -1.292 0.0 0.0 0.0 0.4830
H 2.456 -2.310 -0.717 0.0 0.0 0.0 0.3383
H 0.109 -1.534 -0.671 0.0 0.0 0.0 0.5284
H -3.304 2.336 -2.568 0.0 0.0 0.0 0.4453
H -4.064 2.333 -4.908 0.0 0.0 0.0 0.4651
H -2.758 1.135 -6.632 0.0 0.0 0.0 0.4355
H -0.706 -0.081 -6.004 0.0 0.0 0.0 0.4588
H 0.040 -0.125 -3.667 0.0 0.0 0.0 0.4142
Cl 5.390 -6.456 -1.522 0.0 0.0 0.0 -0.1892
C 3.978 -6.020 -0.636 0.0 0.0 0.0 0.0106
C 2.960 -5.318 -1.263 0.1 0.0 0.1 -1.3516
C 1.842 -4.970 -0.528 0.0 0.0 0.2 -0.0499
C 1.701 -5.299 0.821 0.0 0.1 0.1 -0.0356
C 0.399 -4.902 1.508 0.1 -0.2 -0.1 0.7738
C 0.514 -4.116 2.823 -0.1 -0.2 -0.1 -2.0877
N 1.257 -2.883 2.633 0.2 0.3 0.0 0.5488
C 2.617 -2.728 2.713 0.2 0.2 0.1 -0.2525
C 2.869 -1.413 2.465 0.1 -0.3 -0.1 -1.2332
N 1.677 -0.771 2.197 -0.2 0.3 0.2 0.2658
C 0.733 -1.702 2.320 -0.2 0.2 -0.1 -0.3923
O -0.385 -6.037 1.794 0.1 0.1 0.2 -0.3660
C -1.571 -6.159 1.017 -0.1 -0.1 -0.1 -0.8518
C -1.309 -6.081 -0.458 0.3 -0.2 -0.1 -0.4368
C -0.517 -6.961 -1.147 -0.1 0.1 0.0 0.7848
Cl 0.282 -8.326 -0.501 0.0 0.0 0.0 -0.1501
S -0.310 -6.524 -2.795 -0.1 0.0 0.2 -0.1627
C -1.294 -5.136 -2.584 0.0 -0.1 0.0 -0.6895
C -1.748 -5.027 -1.305 -0.1 0.0 -0.1 0.3279
C 2.736 -6.034 1.405 -0.1 0.1 -0.1 1.1788
Cl 2.661 -6.559 3.057 0.0 0.0 0.1 -0.1764
C 3.872 -6.389 0.695 -0.1 0.0 -0.1 -0.7075
H 3.038 -5.075 -2.312 0.0 0.0 -0.1 0.4904
H 1.021 -4.465 -1.026 0.0 0.1 0.0 0.7897
H -0.112 -4.245 0.788 0.0 0.0 0.1 -0.0108
H 1.001 -4.681 3.610 0.0 -0.1 -0.1 0.4447
H -0.490 -3.859 3.161 0.0 0.0 0.0 0.3345
H 3.265 -3.551 2.956 0.0 0.0 0.0 0.5356
H 3.818 -0.906 2.446 0.0 0.0 0.0 0.5321
H -0.328 -1.545 2.186 0.0 0.0 0.0 0.3747
H -2.284 -5.374 1.299 0.0 0.0 0.0 0.2341
H -1.985 -7.124 1.310 0.0 0.0 -0.1 0.3415
H -1.514 -4.499 -3.422 0.0 0.1 -0.1 0.4952
H -2.406 -4.236 -0.969 0.1 -0.1 0.0 0.3024
H 4.655 -6.960 1.171 0.0 0.0 0.0 0.5036

---

114
Properties=species:S:1:pos:R:3:forces:R:3:mulliken_charge:R:1 method="wB97M-V/def2-TZVPD" spin_multiplicity=1 total_energy_ha=-4438.9801 total_charge=-1 orbital_gap_ev=6.4 largest_force_ev_per_a=1.82
Sn 0.171 -0.288 0.342 -0.9 -0.4 0.5 1.1643
O -0.510 -2.834 -6.229 -0.1 -0.1 -0.1 -0.5807
C -0.177 -2.135 -5.119 -0.1 0.1 0.3 0.7969
C 1.118 -1.705 -4.868 0.3 0.2 0.0 -0.5109
C 1.381 -1.007 -3.697 -0.9 -0.5 0.2 0.1065
N 0.430 -0.754 -2.786 0.3 0.0 0.1 0.6033
C -0.816 -1.113 -3.066 0.0 0.0 0.3 0.1677
C -1.169 -1.800 -4.219 0.0 -0.2 -0.2 -1.0589
C -1.955 -0.656 -2.141 -0.2 0.1 0.0 0.0017
O -3.028 -0.494 -2.704 0.0 -0.1 0.0 -0.6914
O -1.721 -0.437 -0.903 0.9 -0.2 0.2 -0.1817
C 2.664 -0.291 -3.458 0.1 1.8 -0.2 0.2036
O 3.679 -0.399 -4.380 -0.1 -0.3 0.3 -0.3976
O 2.719 0.667 -2.718 0.6 -1.5 -0.2 -0.4647
H 0.264 -2.990 -6.780 0.0 0.0 0.1 0.3015
H 1.896 -1.890 -5.595 0.0 0.0 0.0 0.5135
H -2.204 -2.048 -4.397 0.0 0.0 0.0 0.5598
O -2.434 -2.633 1.472 -0.2 -0.1 0.0 -0.8053
C -2.427 -1.489 1.889 0.1 -0.3 -0.2 0.0594
O -1.366 -0.760 2.047 0.4 0.4 -0.4 -0.5350
C -3.733 -0.811 2.274 0.2 0.5 0.0 0.0066
C -4.879 -1.591 2.393 0.2 -0.1 0.0 -0.6467
C -6.091 -1.023 2.730 -0.1 0.0 0.1 -0.6237
C -6.164 0.341 2.950 -0.1 0.1 0.0 -0.7753
C -5.041 1.135 2.807 0.2 0.0 0.0 -0.6833
C -3.802 0.586 2.469 -0.1 -0.8 -0.1 0.4440
P -2.294 1.625 2.268 -0.3 0.7 0.1 1.5976
C -1.730 1.690 4.016 0.0 0.0 0.0 0.6734
C -1.752 0.565 4.836 0.0 0.0 0.0 -0.4455
C -1.244 0.622 6.124 0.0 0.0 0.1 -0.7279
C -0.714 1.803 6.620 0.0 0.0 0.1 -0.5849
C -0.689 2.930 5.816 0.1 0.0 0.0 -0.8237
C -1.186 2.868 4.525 0.1 0.0 0.0 -0.4906
C -3.192 3.267 2.153 0.3 -0.2 -0.2 0.3441
C -3.417 3.657 0.833 0.1 0.0 0.0 -0.6742
C -4.171 4.780 0.530 -0.1 0.1 0.0 -0.6358
C -4.710 5.542 1.557 0.0 0.1 -0.1 -0.5275
C -4.466 5.186 2.876 0.0 0.0 0.1 -0.7063
C -3.712 4.061 3.175 0.0 0.1 -0.1 -0.3288
H -4.789 -2.654 2.211 0.1 0.0 0.0 0.5004
H -6.980 -1.634 2.823 0.0 -0.1 0.0 0.3745
H -7.102 0.801 3.233 0.0 0.0 0.0 0.4383
H -5.136 2.197 2.972 -0.1 0.0 0.0 0.3492
H -2.163 -0.364 4.468 0.0 0.0 0.0 0.2634
H -1.265 -0.263 6.746 0.0 0.0 0.0 0.4168
H -0.324 1.846 7.629 0.0 0.0 0.0 0.3812
H -0.274 3.859 6.187 0.0 0.0 0.0 0.4069
H -1.163 3.762 3.915 0.0 0.0 -0.1 0.5285
H -3.003 3.047 0.037 0.0 0.0 0.0 0.3575
H -4.343 5.059 -0.502 0.0 0.0 0.0 0.4121
H -5.315 6.412 1.334 0.0 0.0 0.0 0.3670
H -4.881 5.782 3.680 0.0 0.0 0.0 0.4020
H -3.543 3.794 4.211 0.0 0.0 0.0 0.5430
S 3.047 2.321 2.895 -0.4 0.2 0.0 -0.2845
C 3.974 2.903 1.655 -0.6 -0.2 0.2 0.2633
N 3.838 2.366 0.386 0.0 0.2 -0.1 0.7777
C 4.501 2.832 -0.676 0.1 0.1 -0.1 -0.0174
C 5.373 3.872 -0.527 0.0 -0.1 -0.1 -0.7694
C 5.513 4.378 0.781 -0.1 -0.2 0.0 -0.3059
N 4.856 3.925 1.813 0.4 0.3 0.1 -0.5487
H 3.184 1.602 0.253 0.0 0.1 0.2 -0.3258
H 4.286 2.335 -1.610 0.0 0.0 -0.1 0.3853
H 5.922 4.276 -1.362 0.0 0.0 0.0 0.4563
H 6.200 5.195 0.984 0.0 0.0 -0.1 0.4495
S 1.468 -2.616 0.860 -0.2 -0.1 0.1 -0.6110
Sb 3.635 -2.365 -0.017 0.3 0.1 -0.3 0.6565
C 4.613 -0.993 1.349 -0.3 -0.3 -0.2 0.1094
C 5.672 -0.212 0.904 -0.1 0.0 0.0 -0.7511
C 6.348 0.619 1.788 0.2 0.0 0.0 -0.2515
C 5.983 0.658 3.124 0.1 -0.1 0.0 -0.3502
C 4.935 -0.133 3.571 0.0 -0.2 0.1 -0.8885
C 4.248 -0.954 2.688 0.1 0.1 0.2 -0.2028
C 4.628 -4.033 0.957 -0.3 0.3 -0.2 0.2294
C 3.939 -4.992 1.685 0.0 0.0 0.0 -0.3840
C 4.638 -6.007 2.326 0.0 -0.1 0.0 -0.4831
C 6.021 -6.068 2.241 0.0 0.0 0.0 -0.4222
C 6.711 -5.115 1.504 0.1 0.0 -0.1 -0.5190
C 6.012 -4.106 0.860 0.0 0.0 -0.1 -0.5149
C 4.233 -1.537 -4.923 0.4 -0.5 0.0 0.1155
C 5.239 -1.287 -5.852 -0.2 0.2 0.1 -0.4229
C 5.948 -2.330 -6.419 0.0 0.0 0.0 -0.4847
C 5.690 -3.637 -6.033 0.0 0.0 -0.1 -0.5185
C 4.685 -3.887 -5.115 -0.1 0.0 0.0 -0.9418
C 3.937 -2.852 -4.569 0.0 0.2 0.0 0.1514
H 5.961 -0.244 -0.142 0.0 0.0 0.0 0.3708
H 7.160 1.242 1.429 0.0 0.0 0.0 0.4357
H 6.495 1.321 3.810 0.0 0.0 0.0 0.3241
H 4.636 -0.094 4.609 0.0 0.0 0.1 0.3739
H 3.419 -1.558 3.039 0.0 0.0 0.0 0.4629
H 2.858 -4.934 1.740 0.0 0.0 0.1 0.3939
H 4.104 -6.764 2.887 0.0 0.0 0.0 0.3704
H 6.564 -6.862 2.739 0.0 0.0 0.0 0.3494
H 7.789 -5.171 1.421 0.0 0.0 0.0 0.3541
H 6.546 -3.367 0.270 0.1 0.0 0.1 0.2943
H 5.450 -0.256 -6.105 0.0 0.0 0.0 0.4364
H 6.706 -2.116 -7.161 0.1 0.0 0.0 0.3912
H 6.259 -4.455 -6.455 0.0 0.0 0.0 0.3933
H 4.467 -4.901 -4.810 0.0 0.0 0.0 0.4051
H 3.117 -3.094 -3.913 0.1 0.1 0.3 0.6252
C 0.508 5.857 1.144 -0.1 -0.1 0.0 -1.3894
C 0.466 4.709 0.197 0.1 0.1 -0.1 0.7156
C 0.510 4.651 -1.182 -0.1 0.1 0.1 -1.6400
C 0.473 3.279 -1.501 0.1 0.2 0.2 0.1057
N 0.424 2.558 -0.390 0.0 -0.3 -0.4 0.8818
N 0.410 3.434 0.617 0.0 0.2 0.1 0.5775
C 0.480 2.623 -2.839 -0.2 -0.1 0.2 -0.5742
H 0.804 6.763 0.619 0.0 0.0 0.0 0.3958
H 1.223 5.659 1.945 0.0 0.1 0.0 0.2963
H -0.476 6.023 1.589 0.0 0.0 0.0 0.2013
H 0.549 5.486 -1.861 0.0 0.0 0.0 0.4698
H 0.423 3.090 1.567 0.1 0.0 0.0 -0.2697
H 0.900 3.284 -3.596 0.0 0.0 -0.1 0.3880
H -0.538 2.348 -3.118 0.0 0.1 -0.1 0.2635
H 1.064 1.707 -2.782 -0.2 0.2 -0.1 -0.3836